ORCA calculation (ωB97M-V/def2-TZVPD) on a molecular structure, C4H6O2Ru at a distorted geometry.

Each line ends with the Mulliken spin population.
Cartesian coordinates (Å):
O  -2.2104  -1.9541  -1.2611  0.03
C  -2.1748  -1.6893  -0.0200  -0.08
H  -2.8990  -2.5886  -1.5345  0.00
H  -2.9277  -2.2567  0.5576  -0.01
C  1.1409  -0.1297  -0.7234  0.94
C  1.4160  1.1393  -0.2986  0.11
C  1.4307  1.5866  1.1267  0.03
O  0.0683  1.3089  1.1825  0.58
Ru  -0.6211  -0.4178  0.7506  4.24
H  1.7008  1.8997  -1.0419  0.09
H  1.3353  -0.6170  -1.6799  0.04
H  1.5914  2.6767  1.1824  0.02
H  2.1497  1.0419  1.7597  0.01

Atoms 1-3, force components in eV/Å:
0.4 0.6 0.5
-1.1 -0.8 -0.5
-0.2 -0.3 -0.2

Its multiplicity is 7. The expectation value of S² is 12.02. Its net charge is +2. The calculation puts the total energy at -400.34525 Ha. The energy above the lowest of the compared OMol25 structures with the same formula, charge and spin comes out at 18.9 kcal/mol.

=====

ORCA calculation (ωB97M-V/def2-TZVPD) on a molecular structure, C4H6O2S at a distorted geometry.

Each line ends with the Mulliken charge.
Cartesian coordinates (Å):
C  0.6351  -1.5879  2.6834  -0.60
C  0.2378  -0.9131  1.4257  0.19
C  0.9065  0.8593  -0.0122  -0.37
C  -1.5195  0.6058  -1.5139  0.05
H  1.8391  -1.3995  3.2994  0.20
H  -0.1434  -2.2801  3.3449  0.22
H  -0.9284  -1.0055  0.7048  0.12
H  1.7930  1.3584  -0.5638  0.29
H  0.2430  1.5711  0.1861  0.39
H  -2.1821  0.5117  -2.4607  0.33
O  1.3010  -0.0879  0.9199  -0.32
O  -1.9590  1.1941  -0.5744  -0.41
S  0.1927  -0.0869  -1.4233  -0.10

Atoms 1-3, force components in eV/Å:
-0.6 1.2 -1.0
0.5 -1.8 3.4
3.5 -2.7 -3.8

The calculation puts the total energy at -704.49294 Ha. The energy above the lowest of the compared OMol25 structures with the same formula, charge and spin comes out at 117.1 kcal/mol.

=====

ORCA calculation (ωB97M-V/def2-TZVPD) on a single C4H6O2S molecule at a distorted geometry.

Each line ends with the Mulliken charge.
Cartesian coordinates (Å):
O  -3.5862  -0.9568  -0.0335  -0.49
S  -2.3956  -0.2306  0.3195  0.85
O  -2.6003  1.1155  0.7326  -0.48
C  -1.0291  -0.4855  -0.6119  -0.38
C  0.2539  0.4866  -0.0439  -0.07
C  1.3829  -0.2421  0.6708  -0.66
C  1.5675  0.3563  -0.6830  -0.51
H  -0.5953  -1.4947  -0.5418  0.27
H  -0.2643  1.4035  0.2243  0.46
H  1.5033  -1.2182  0.9741  0.29
H  1.9987  0.4043  1.2559  0.25
H  2.2628  1.1294  -0.6653  0.26
H  1.5018  -0.2678  -1.5979  0.22

Atoms 1-3, force components in eV/Å:
0.5 -0.7 0.6
-0.7 0.0 -2.6
0.4 0.8 0.9

Its SMILES is O=S(=O)=CC1CC1. The calculation puts the total energy at -704.51128 Ha. The energy above the lowest of the compared OMol25 structures with the same formula, charge and spin comes out at 105.6 kcal/mol.

=====

ORCA calculation (ωB97M-V/def2-TZVPD) on 3 unconnected molecules or ions with the total composition C4H6O2S at a distorted geometry.

Each line ends with the Mulliken charge.
Cartesian coordinates (Å):
C  -1.3110  -3.3249  -1.0664  -0.17
C  1.9752  1.5719  -0.3306  -0.44
C  -2.1638  -2.5152  -0.8155  -0.55
C  1.2390  2.5210  0.2894  -0.55
O  -0.9642  -0.9491  2.2777  -0.38
O  -1.1210  0.4318  0.2937  -0.35
S  -0.2899  -0.3775  1.1945  0.70
H  -0.4364  -3.8051  -0.9564  0.41
H  0.6332  3.2957  -0.3223  0.17
H  2.4114  0.7909  0.2693  0.27
H  2.2258  1.7607  -1.3235  0.23
H  -3.1587  -2.0700  -0.8216  0.33
H  0.9605  2.6698  1.3116  0.32

Atoms 1-3, force components in eV/Å:
-1.7 2.0 0.7
-1.1 1.9 2.9
-1.7 -0.4 -0.8

The calculation puts the total energy at -704.52275 Ha. The energy above the lowest of the compared OMol25 structures with the same formula, charge and spin comes out at 98.4 kcal/mol.